Density functional theory data (ωB97M-V/def2-TZVPD) for C31H36IN7O2STb as an isolated structure at a distorted geometry.

Expectation value of S² ... 12.6753
E_LUMO (spin up / spin down) ... -2.79 / -2.78 eV
Max |F| ... 2.58 eV Å⁻¹
Total charge ... +1
Calculated total energy ... -88620.560 eV
HOMO (spin up / spin down) ... -9.13 / -9.14 eV
2S+1 ... 7

The geometry in XYZ format:
```
79
C31H36IN7O2STb | OMol25 | ωB97M-V/def2-TZVPD
Tb 1.50 0.06 -0.13
I 2.65 -2.97 0.15
S -1.06 1.75 -0.55
O -1.42 3.06 -0.07
O 0.24 1.71 -1.22
N -0.20 -1.21 2.20
N -0.87 0.68 0.62
N 3.65 1.41 -0.96
N 0.03 -1.43 -0.99
N 1.15 -0.63 2.42
N 1.81 -0.10 -2.50
N 2.46 1.87 1.40
C -3.36 1.22 3.32
C 1.27 0.62 3.18
C -2.14 -2.72 -2.13
C 2.50 3.04 0.50
C -1.93 1.14 -3.05
C -1.76 -0.46 3.95
C -1.27 -0.38 2.65
C 3.97 1.08 -2.35
C -0.71 -2.17 1.21
C -1.68 0.60 1.72
C 1.07 -1.07 -4.62
C 0.99 -0.86 -3.13
C -1.01 -1.24 4.90
C 3.62 -1.03 0.76
C -3.51 0.67 -1.29
C -2.28 1.13 -1.71
C -4.10 0.27 -3.59
C 0.18 -1.78 4.58
C -0.08 -1.53 -2.34
C -2.00 -2.71 -0.78
C -1.15 -2.15 -2.95
C 0.69 -1.76 3.20
C -4.43 0.24 -2.24
C -2.85 0.70 -3.99
C -2.76 1.40 2.08
C 3.56 2.84 -0.61
C -2.87 0.33 4.26
C -0.88 -2.05 -0.17
C -1.53 -3.19 1.98
C 2.69 0.83 -3.17
C 1.36 1.92 2.37
H -1.07 -3.42 2.94
H 0.41 -1.84 -4.98
H 4.54 3.22 -0.29
H 3.85 -1.24 1.81
H 1.48 2.73 3.10
H -3.02 -3.16 -2.58
H 3.34 1.84 1.92
H -4.22 1.83 3.57
H -1.29 -2.18 -4.02
H 2.13 1.78 -3.24
H 4.56 0.16 -2.35
H -2.77 -3.14 -0.16
H -4.82 -0.05 -4.33
H 0.75 -2.36 5.29
H 4.58 -1.13 0.24
H 2.09 -1.38 -4.86
H 1.52 3.12 0.02
H -1.59 -4.11 1.41
H 2.70 3.97 1.04
H -0.95 1.48 -3.33
H -3.31 0.27 5.24
H -1.42 -1.35 5.90
H 2.21 0.47 3.73
H 0.46 0.74 3.91
H -2.58 0.69 -5.04
H 0.87 -0.15 -5.17
H -3.08 2.19 1.42
H 4.37 1.00 -0.37
H 4.56 1.86 -2.84
H 1.19 -2.68 2.89
H -5.40 -0.11 -1.93
H 3.26 3.41 -1.49
H 2.98 0.52 -4.18
H -2.55 -2.85 2.20
H -3.75 0.64 -0.24
H 0.43 2.11 1.83
```

---

Density functional theory data (ωB97M-V/def2-TZVPD) for C31H36N2O7 in the gas phase.

E_LUMO ... -0.24 eV
Max |F| ... 0.85 eV Å⁻¹
Calculated total energy ... -50042.410 eV
HOMO ... -8.19 eV

The geometry in XYZ format:
```
76
C31H36N2O7 | OMol25 | ωB97M-V/def2-TZVPD
O 0.04 2.00 1.32
O 2.47 0.61 2.28
O -1.29 -5.49 -1.04
O -1.40 -3.89 1.35
O 6.03 2.92 0.28
O -4.36 4.89 -0.66
O -0.36 0.50 -2.80
N 2.30 -0.43 0.26
N 5.24 0.29 -0.37
C -0.46 1.03 -1.56
C 0.66 1.15 0.71
C -0.70 -4.27 -0.90
C 5.54 2.60 -1.00
C 3.42 -1.32 0.41
C -2.70 -1.92 2.03
C -4.43 5.73 1.60
C -3.58 -4.89 -0.46
C 6.65 1.81 0.88
C -1.67 -2.99 2.40
C -1.68 3.04 -2.30
C -3.23 3.00 -0.03
C -1.48 2.05 -1.34
C 1.40 -0.51 -0.87
C 0.03 -3.86 -2.01
C 4.55 1.43 -0.94
C -4.50 -4.65 0.44
C 1.91 0.44 1.22
C 0.69 -1.85 -0.92
C 5.69 0.62 0.97
C -0.03 -2.25 0.20
C 0.73 -2.67 -2.03
C 0.41 0.60 -0.61
C -3.40 4.01 -0.98
C -2.28 2.02 -0.19
C -2.43 -5.84 -0.27
C -4.84 4.60 0.66
C 4.60 -0.99 -0.52
C -2.63 4.04 -2.13
C -4.22 3.25 1.08
C -0.72 -3.45 0.24
H -3.72 3.31 2.05
H -3.62 -2.40 1.70
H 1.28 -2.37 -2.91
H -2.33 -1.29 1.22
H 6.96 2.13 1.87
H -2.16 1.24 0.54
H -2.76 4.81 -2.87
H -4.84 5.57 2.59
H -2.08 -3.63 3.19
H 6.38 2.31 -1.66
H 3.68 1.75 -0.33
H -1.05 3.07 -3.18
H 5.06 3.50 -1.39
H 1.95 -0.36 -1.81
H -4.49 -5.13 1.41
H 0.04 -4.52 -2.87
H -3.60 -4.40 -1.43
H -0.75 -2.53 2.78
H -0.02 -1.60 1.06
H -5.93 4.55 0.60
H -4.80 6.68 1.21
H -3.34 5.78 1.66
H -4.96 2.45 1.12
H -2.19 -5.95 0.79
H -5.32 -3.98 0.26
H 3.73 -1.25 1.46
H -2.71 -6.83 -0.67
H 6.22 -0.24 1.39
H -1.04 0.88 -3.37
H 4.21 1.19 -1.95
H 7.53 1.51 0.29
H 3.09 -2.34 0.21
H 4.85 0.88 1.64
H -2.90 -1.30 2.90
H 4.28 -1.08 -1.56
H 5.37 -1.76 -0.34
```

---

Density functional theory data (ωB97M-V/def2-TZVPD) for C31H36N3O8P3RuS2 as an isolated structure at a distorted geometry.

Expectation value of S² ... 8.7794
E_LUMO (spin up / spin down) ... -1.85 / -4.52 eV
Max |F| ... 1.77 eV Å⁻¹
Total charge ... +1
Calculated total energy ... -105697.560 eV
HOMO (spin up / spin down) ... -10.04 / -10.16 eV
2S+1 ... 6

The geometry in XYZ format:
```
84
C31H36N3O8P3RuS2 | OMol25 | ωB97M-V/def2-TZVPD
Ru 0.34 -0.34 -1.33
S 2.13 0.53 -3.33
S 5.00 1.92 5.96
P -1.48 -1.70 -0.08
P -0.76 2.35 -3.45
P -0.19 2.50 -0.58
O 0.44 2.83 -4.16
O 5.64 0.04 7.73
O 1.17 2.08 -1.03
O -0.09 3.60 0.59
O -0.94 0.93 -2.99
O -2.10 2.74 -4.30
O 2.20 -0.88 -2.77
O -1.14 1.41 -0.14
N -0.66 -1.86 -2.94
N -2.61 2.97 -1.62
N -2.00 -2.79 -1.29
C -0.33 -1.75 -4.23
C -1.62 -3.65 -4.81
C 3.27 0.38 7.56
C 3.67 2.08 3.60
C -5.05 1.01 0.84
C 3.56 1.40 -2.67
C -0.78 -2.61 -5.20
C 2.26 -0.32 1.15
C 4.07 -0.17 4.38
C -1.10 -4.78 3.30
C -2.47 -3.49 1.81
C -4.17 0.65 1.85
C 3.44 -0.67 3.27
C 0.04 -4.16 2.81
C -2.35 -4.44 2.80
C 3.05 1.58 2.48
C 2.72 0.37 -5.04
C -0.07 -3.20 1.81
C 4.71 0.57 7.23
C 1.70 -0.82 0.18
C 4.18 1.21 4.57
C -3.85 -0.38 -0.71
C -2.97 -0.76 0.31
C -4.89 0.49 -0.43
C -1.32 -2.86 1.31
C -1.53 -2.81 -2.58
C -1.17 3.34 -1.92
C -0.98 4.83 -2.09
C -2.00 -3.75 -3.50
C -3.13 -0.23 1.59
C 2.91 0.19 2.30
H -1.22 5.37 -1.17
H -2.59 -3.56 -1.01
H 3.77 3.15 3.75
H 3.46 1.36 -1.59
H -1.82 3.15 -5.14
H -5.59 0.76 -1.22
H -2.44 -0.51 2.38
H -3.08 3.68 -1.06
H 1.02 -4.42 3.20
H -2.54 2.08 -1.06
H -3.12 2.81 -2.49
H 2.32 -0.56 -5.44
H -2.67 -4.54 -3.16
H 4.47 0.90 -3.00
H -0.49 -2.48 -6.23
H 4.51 -0.85 5.10
H -3.24 -4.93 3.19
H -3.71 -0.78 -1.70
H 2.98 1.18 8.24
H 3.50 2.43 -3.01
H -1.98 -4.37 -5.54
H -1.01 -5.53 4.08
H -3.45 -3.21 1.43
H 0.31 -0.92 -4.48
H 0.81 -2.71 1.41
H 0.07 5.02 -2.33
H -1.58 5.21 -2.91
H 2.63 0.45 6.68
H 0.79 3.98 0.66
H 2.35 1.23 -5.60
H -5.87 1.69 1.05
H 3.12 -0.57 8.08
H 3.81 0.34 -5.05
H 3.36 -1.74 3.11
H -4.29 1.06 2.85
H 2.65 2.24 1.73
```

---

Density functional theory data (ωB97M-V/def2-TZVPD) for C31H36N3W as an isolated structure at a distorted geometry.

Expectation value of S² ... 2.0293
E_LUMO (spin up / spin down) ... -3.11 / -3.89 eV
Max |F| ... 10.22 eV Å⁻¹
Total charge ... +1
Calculated total energy ... -39015.821 eV
HOMO (spin up / spin down) ... -10.64 / -10.36 eV
2S+1 ... 3

The geometry in XYZ format:
```
71
C31H36N3W | OMol25 | ωB97M-V/def2-TZVPD
W 0.69 0.90 0.12
N -2.03 -2.44 0.34
N -3.79 -2.82 1.66
N -7.86 -5.71 6.28
C -0.82 2.14 -0.70
C 0.86 2.84 -2.55
C 2.92 -0.56 0.43
C -5.08 -5.22 4.17
C 1.25 2.95 0.03
C 2.17 -0.06 -2.67
C 0.70 -0.27 2.07
C 1.42 -2.00 -3.91
C 1.25 -0.37 -1.65
C 0.42 2.73 1.19
C -7.15 -5.21 5.50
C 0.47 2.61 -1.14
C -6.63 -3.36 3.95
C -2.99 -1.48 0.08
C -4.24 -4.62 3.22
C 0.71 -1.33 1.11
C -5.80 -2.77 3.00
C 2.28 -2.91 -0.24
C -0.86 2.22 0.74
C 1.77 -1.53 0.14
C 0.61 -2.39 -2.85
C -6.28 -4.59 4.53
C 2.64 3.48 0.02
C 0.81 3.02 2.60
C -2.53 -3.25 1.27
C 0.67 -1.62 -1.66
C 2.24 -0.88 -3.80
C -4.07 -1.69 0.89
C -1.91 1.70 -1.61
C -2.03 1.88 1.60
C -4.61 -3.40 2.64
H -0.11 -2.05 1.13
H -2.24 2.53 -2.26
H -2.72 2.73 1.68
H -0.21 -1.57 -0.94
H -3.30 -5.11 2.94
H 3.68 -0.53 -0.36
H 3.16 3.23 0.95
H 2.90 -3.29 0.59
H -1.58 0.88 -2.26
H 2.64 0.53 0.64
H -2.59 1.03 1.19
H -7.56 -2.88 4.25
H 2.92 -0.59 -4.61
H 2.90 -2.85 -1.14
H 0.71 4.09 2.83
H -6.08 -1.81 2.56
H 3.37 -0.91 1.38
H 0.20 2.46 3.31
H -1.71 1.61 2.62
H -4.80 -6.17 4.62
H 1.86 2.75 2.78
H 1.63 -0.05 2.62
H -2.78 1.36 -1.05
H 1.47 -3.63 -0.43
H 0.55 2.00 -3.19
H 2.65 4.57 -0.09
H -4.99 -1.13 0.97
H -0.22 -0.11 2.64
H -2.86 -0.73 -0.69
H 1.41 -2.56 -4.84
H 1.94 2.95 -2.66
H 2.80 0.84 -2.56
H 3.22 3.06 -0.81
H -2.08 -4.13 1.70
H 0.39 3.74 -2.96
H -0.09 -3.22 -2.93
```

---

Density functional theory data (ωB97M-V/def2-TZVPD) for C31H37ClIN3O4PS2Ti as an isolated structure at a distorted geometry.

Expectation value of S² ... 2.0079
E_LUMO (spin up / spin down) ... 2.25 / 1.29 eV
Max |F| ... 1.04 eV Å⁻¹
Total charge ... -1
Calculated total energy ... -120110.901 eV
HOMO (spin up / spin down) ... -4.73 / -4.76 eV
2S+1 ... 3

The geometry in XYZ format:
```
81
C31H37ClIN3O4PS2Ti | OMol25 | ωB97M-V/def2-TZVPD
I 0.25 1.67 -5.02
Ti -1.83 -0.48 -0.29
Cl -0.98 -1.13 2.89
S -4.49 0.04 0.58
S -4.12 -0.06 -1.42
P 0.92 -0.26 0.44
O -5.16 1.26 0.95
O -5.06 -1.18 1.08
O -3.00 0.15 1.09
O -0.83 -0.62 -1.91
N -1.53 2.74 0.49
N -1.72 1.94 -0.69
N 0.26 -1.77 -3.51
C -1.54 -0.30 -4.13
C -1.48 -3.74 0.09
C 2.33 4.01 -0.66
C -1.46 -4.21 1.41
C -3.51 4.20 -0.02
C -0.63 -4.40 -0.82
C 1.48 1.45 0.08
C 3.98 -1.71 -1.96
C 1.84 3.13 -1.62
C 1.56 -0.52 2.15
C -0.62 -5.24 1.81
C 2.04 -2.65 -0.22
C 3.10 -0.81 -1.35
C 1.19 -1.16 4.46
C 0.19 -5.45 -0.42
C 1.94 2.34 1.04
C 2.37 3.61 0.67
C -0.72 -0.90 -3.16
C -1.17 4.90 -0.58
C 0.71 -0.91 3.17
C 3.89 -3.07 -1.70
C -2.04 4.12 0.40
C 0.23 -5.87 0.90
C 2.13 -1.28 -0.48
C -2.35 -2.63 -0.35
C -1.87 4.70 1.80
C 2.92 -0.39 2.44
C 1.42 1.87 -1.25
C 2.53 -1.00 4.73
C 3.41 -0.62 3.72
C 2.91 -3.54 -0.83
H -3.28 -2.62 0.22
H -2.59 -2.76 -1.41
H 1.97 2.06 2.08
H -0.84 4.59 2.13
H 1.78 3.42 -2.66
H -2.35 0.32 -3.80
H 4.57 -3.76 -2.18
H 3.20 0.24 -1.56
H -3.91 5.19 0.20
H 0.60 -1.70 -4.46
H -0.12 4.84 -0.28
H -1.57 -0.70 -5.13
H 0.88 -6.68 1.21
H -2.67 2.05 -1.05
H 2.67 4.99 -0.94
H 4.73 -1.33 -2.64
H 2.73 4.29 1.43
H 4.47 -0.51 3.92
H -2.14 5.76 1.81
H 2.83 -4.60 -0.62
H 0.94 -1.98 -2.80
H -3.64 4.04 -1.10
H -4.12 3.46 0.50
H 0.50 -1.46 5.23
H 3.60 -0.11 1.65
H -1.06 2.26 -1.39
H -1.47 5.95 -0.60
H 2.91 -1.20 5.72
H -1.26 4.51 -1.60
H -0.65 -4.10 -1.86
H -2.13 -3.76 2.13
H -0.64 -5.57 2.84
H -2.52 4.18 2.51
H -2.04 2.24 1.22
H 1.27 -3.04 0.44
H 0.82 -5.94 -1.16
H 1.04 1.21 -2.03
```

---

Density functional theory data (ωB97M-V/def2-TZVPD) for C31H37DyN5S as an isolated structure.

Expectation value of S² ... 9.1085
E_LUMO (spin up / spin down) ... -3.64 / -2.44 eV
Max |F| ... 0.86 eV Å⁻¹
Total charge ... +1
Calculated total energy ... -75112.503 eV
HOMO (spin up / spin down) ... -10.15 / -10.16 eV
2S+1 ... 6

The geometry in XYZ format:
```
75
C31H37DyN5S | OMol25 | ωB97M-V/def2-TZVPD
Dy 0.09 -0.21 0.74
S 1.20 -1.64 -1.54
N -1.38 1.73 0.82
N 3.15 -3.34 -1.39
N 1.83 1.32 0.02
N -1.99 -0.98 0.02
N 0.98 -4.21 -1.08
C 1.14 -6.41 0.05
C 1.79 2.01 -1.12
C 1.98 -0.60 2.24
C 1.16 -5.65 -1.27
C 3.02 0.97 0.54
C 4.14 0.06 3.99
C -3.92 4.30 -0.85
C 2.93 2.38 -1.82
C 4.21 1.28 -0.13
C 3.16 -0.82 4.39
C -0.80 1.26 3.80
C 1.83 -3.21 -1.30
C -1.21 3.08 1.20
C -0.40 4.69 2.80
C -2.93 0.04 0.10
C 5.37 -3.98 -0.61
C -1.74 4.13 0.42
C -1.59 5.43 0.87
C 4.16 1.99 -1.32
C -4.17 -0.41 -0.37
C -0.95 5.72 2.06
C -2.65 -2.03 -0.50
C 4.02 -4.47 -1.13
C 3.03 0.29 1.86
C -2.44 3.92 -0.90
C -2.60 1.34 0.55
C 4.09 0.60 2.73
C 2.12 -1.14 3.53
C 0.16 2.31 3.22
C -3.99 -1.73 -0.76
C -0.50 3.37 2.37
H -4.72 -2.39 -1.17
H 1.38 -1.85 3.89
H 0.02 -3.92 -0.98
H -2.34 2.88 -1.23
H 0.35 -6.01 -1.91
H 0.64 2.82 4.06
H 4.95 0.34 4.66
H 0.16 -6.34 0.52
H -0.87 6.74 2.40
H 1.89 -6.02 0.74
H 4.17 -5.05 -2.05
H -0.37 0.85 4.72
H 1.36 -7.46 -0.13
H -1.75 1.73 4.05
H -5.07 0.17 -0.44
H -1.95 4.55 -1.65
H 3.18 -1.25 5.38
H 0.96 1.82 2.64
H -2.15 -2.98 -0.67
H 0.12 4.91 3.72
H 2.09 -5.83 -1.81
H -4.41 3.86 0.02
H 5.23 -3.36 0.27
H -4.04 5.38 -0.79
H 2.85 2.96 -2.73
H 4.84 1.33 2.44
H -0.98 0.42 3.11
H 3.56 -5.10 -0.37
H -1.99 6.24 0.27
H -4.43 3.95 -1.74
H 5.16 0.96 0.26
H 5.07 2.24 -1.84
H -3.44 2.02 0.68
H 0.81 2.30 -1.48
H 5.98 -4.83 -0.34
H 5.89 -3.40 -1.37
H 3.63 -2.48 -1.64
```